# 1
C2H16NO4S | ωB97M-V with the def2-TZVPD basis set

```
24
Properties=species:S:1:pos:R:3:forces:R:3:lowdin_charge:R:1
H 2.386 -3.465 0.123 -0.742 0.640 -0.675 0.06
O -1.582 -1.278 1.202 0.469 2.346 -4.088 -0.01
H -2.591 4.266 -1.989 0.978 0.262 -0.591 0.05
H 1.406 -0.659 -0.529 0.439 0.783 -0.612 0.16
H -1.510 -1.766 1.947 -0.495 -2.217 3.796 0.02
H 5.884 -2.992 2.365 1.268 0.040 0.056 0.01
H 0.057 2.098 -0.929 -0.233 0.978 -0.182 0.06
H 1.794 -4.163 -1.146 -0.357 3.793 1.871 0.16
H -0.685 0.347 -2.120 0.013 -0.375 3.021 0.18
H 0.497 1.195 0.522 -1.288 0.547 -0.644 0.10
H 0.130 -1.165 0.208 -0.917 -1.892 2.881 0.06
C -0.713 0.161 -0.908 0.690 -0.242 -5.014 -0.21
H 0.374 -1.648 -1.296 -0.016 -2.153 -1.440 0.10
H -2.449 -0.903 1.008 -0.014 -0.437 0.873 0.06
O 5.031 -3.315 2.137 -1.647 -2.501 -1.907 -0.09
H -1.213 4.740 -2.688 -0.554 0.217 0.252 0.04
N 0.445 -0.921 -0.666 -1.994 3.644 -0.351 0.19
C -0.359 1.439 -0.200 0.395 -0.659 2.267 -0.51
H -1.736 -0.294 -0.784 1.656 0.257 0.346 0.11
H -1.610 3.355 0.794 0.121 -0.216 -0.147 -0.14
S -1.862 2.033 0.770 1.026 -0.164 -0.727 0.72
O 1.755 -3.215 -0.602 1.222 -4.541 -1.156 -0.13
H 5.111 -4.159 1.553 0.345 2.431 1.797 0.09
O -1.796 3.998 -2.494 -0.365 -0.539 0.376 -0.08
```
Forces are in eV/Å.

Values from the calculation:
energy relative to the best compared isomer or geometry (same formula, charge and spin)	203.7	kJ/mol
Kohn-Sham gap	9.67	eV
E_HOMO	-0.4617	Ha
charge	+1
E_LUMO	-2.9	eV
calculated total energy	-22840.9914	eV



# 2
C3H2ClNOS | ωB97M-V with the def2-TZVPD basis set

```
9
Properties=species:S:1:pos:R:3:forces:R:3:lowdin_charge:R:1
H 1.090 -1.629 -0.969 -0.071 0.314 0.025 0.11
N 1.378 0.501 -0.778 0.540 0.177 0.479 0.10
C 0.717 -0.679 -0.599 -2.602 -1.038 -0.234 -0.12
H -1.707 -1.493 1.698 -0.019 -0.019 -0.135 -0.12
C -0.545 -0.455 -0.033 2.454 -0.433 0.180 -0.66
O -0.511 0.876 0.352 -0.546 -0.259 -0.665 -0.03
Cl 0.869 3.002 0.131 0.228 -0.285 -0.248 0.75
C 0.628 1.334 -0.167 -0.327 1.295 0.583 -0.85
S -1.918 -1.458 0.366 0.345 0.249 0.015 0.82
```
Forces are in eV/Å.

Values from the calculation:
energy relative to the best compared isomer or geometry (same formula, charge and spin)	27.6	kJ/mol
SMILES	Sc1cnc(Cl)o1
Kohn-Sham gap	9.78	eV
E_HOMO	-0.3411	Ha
charge	0
E_LUMO	0.5	eV
calculated total energy	-30037.7794	eV



# 3
C24H27N3O | ωB97M-V with the def2-TZVPD basis set

```
55
Properties=species:S:1:pos:R:3:forces:R:3:lowdin_charge:R:1
C -6.385 -2.428 -0.627 -0.051 -0.104 0.008 -0.10
H 1.474 -0.187 0.910 0.025 0.082 -0.163 0.16
H -4.859 1.679 1.204 0.070 -0.019 0.087 0.13
H -6.504 -3.261 1.341 -0.027 -0.070 0.041 0.10
C 4.120 -1.048 2.045 -0.004 0.036 -0.029 -0.05
H 3.061 1.414 1.964 0.036 0.043 -0.045 0.13
H -1.320 0.525 -1.541 0.062 -0.088 0.030 0.14
C 5.767 -2.427 0.980 0.056 -0.090 -0.004 -0.10
C 2.482 0.244 -3.206 0.059 0.163 -0.099 -0.09
H 6.479 -1.726 -0.913 0.055 -0.017 -0.073 0.10
C 1.899 0.641 0.328 0.309 0.433 0.503 -0.18
C -1.268 2.719 -0.095 -0.063 0.369 0.284 -0.11
H -6.104 -1.361 -2.461 -0.015 0.006 -0.086 0.10
H -4.850 0.484 -1.396 0.053 0.081 -0.084 0.11
C 4.165 -0.149 0.986 0.064 0.097 0.023 -0.24
C -6.144 -2.442 0.736 -0.074 -0.106 0.003 -0.09
H -1.660 2.868 -1.105 -0.010 0.023 0.037 0.13
C -5.437 -1.408 1.326 0.041 0.109 -0.008 -0.05
H -3.961 0.545 2.236 -0.052 0.033 -0.055 0.13
C 2.234 -1.091 -1.434 -0.058 -0.443 -0.039 -0.11
H 2.631 -1.965 -3.392 0.019 -0.191 -0.062 0.09
H 3.456 -0.858 2.877 -0.064 0.034 0.098 0.11
H 2.165 -1.903 -0.736 0.006 -0.110 0.170 0.13
H -2.024 2.287 1.880 -0.025 0.023 -0.037 0.13
C 5.022 -0.406 -0.076 0.044 0.021 0.088 -0.05
H 5.064 0.284 -0.907 -0.037 0.088 -0.114 0.12
C 4.917 -2.178 2.044 -0.019 -0.114 0.072 -0.09
H -2.544 -0.865 0.098 0.072 -0.002 0.034 0.13
H 3.680 1.848 0.368 -0.052 0.029 0.067 0.13
C -5.919 -1.375 -1.396 -0.017 0.021 -0.074 -0.08
H -3.163 3.161 0.823 0.016 -0.001 0.042 0.12
H 2.173 2.082 -2.002 -0.028 0.219 0.039 0.13
N -0.302 1.639 -0.127 -0.311 0.192 -0.074 -0.04
O 1.287 2.917 0.814 0.280 0.168 0.158 0.07
C -4.215 0.792 1.190 0.018 0.094 -0.015 -0.16
C 2.246 1.017 -2.103 0.044 0.381 -0.256 -0.09
C -0.911 0.394 -0.532 -0.156 -0.457 0.178 -0.11
H -0.757 3.622 0.242 -0.098 -0.100 -0.094 0.12
C -2.415 2.365 0.849 0.094 0.130 -0.222 -0.17
H 2.642 0.595 -4.206 0.013 0.123 -0.157 0.09
H -0.192 -0.420 -0.557 -0.017 0.071 -0.033 0.11
H -1.646 -0.107 1.440 -0.029 -0.014 -0.038 0.13
C 3.250 1.038 0.958 -0.269 -0.148 -0.008 -0.08
H -5.249 -1.425 2.391 0.045 0.008 0.098 0.11
C 2.475 -1.099 -2.780 -0.016 -0.220 0.027 -0.09
C -4.972 -0.347 0.563 -0.063 -0.054 0.086 -0.23
N 2.085 0.199 -1.028 -0.108 -0.172 -0.039 -0.10
H 4.875 -2.868 2.875 0.006 -0.048 0.064 0.10
N -3.033 1.127 0.414 -0.030 0.027 0.134 -0.18
C 0.934 1.840 0.373 0.016 -0.315 -0.089 -0.41
C 5.819 -1.537 -0.079 0.061 -0.022 -0.055 -0.08
H 6.388 -3.310 0.978 0.054 -0.065 0.001 0.10
H -6.933 -3.236 -1.088 -0.039 -0.067 -0.038 0.10
C -2.056 0.056 0.425 0.140 -0.079 -0.315 -0.16
C -5.220 -0.339 -0.805 -0.023 0.011 0.033 -0.04
```
Forces are in eV/Å.

Values from the calculation:
energy relative to the best compared isomer or geometry (same formula, charge and spin)	45.4	kJ/mol
SMILES	O=C([C@H](Cc1ccccc1)n1cccc1)N1CCN(Cc2ccccc2)CC1
Kohn-Sham gap	8.98	eV
E_HOMO	-0.3042	Ha
charge	0
E_LUMO	0.7	eV
calculated total energy	-31844.5388	eV



# 4
C3H3N3S | ωB97M-V with the def2-TZVPD basis set

```
10
Properties=species:S:1:pos:R:3:forces:R:3:lowdin_charge:R:1
C -0.218 -0.333 -1.827 -0.112 -0.215 0.361 -0.18
N -1.023 -1.339 -1.460 0.270 0.325 -0.069 0.09
C 0.206 0.260 0.280 0.094 0.276 0.222 -0.77
C -1.154 -1.460 -0.151 0.007 0.204 0.620 -0.20
N -0.573 -0.698 0.781 0.045 -0.053 -0.475 0.07
S 1.034 1.352 1.388 -0.276 -0.399 0.163 0.81
H -1.806 -2.236 0.237 0.015 -0.070 -0.163 0.11
H -0.086 -0.213 -2.890 0.124 0.193 -0.190 0.11
H 0.545 0.739 2.494 0.152 0.202 -0.329 -0.11
N 0.423 0.504 -1.016 -0.318 -0.462 -0.140 0.07
```
Forces are in eV/Å.

Values from the calculation:
energy relative to the best compared isomer or geometry (same formula, charge and spin)	0.0	kJ/mol
SMILES	Sc1ncncn1
Kohn-Sham gap	10.16	eV
E_HOMO	-0.3597	Ha
charge	0
E_LUMO	0.4	eV
calculated total energy	-18465.0831	eV



# 5
C24H50BClF4IrP2Si2 | ωB97M-V with the def2-TZVPD basis set

```
85
Properties=species:S:1:pos:R:3:forces:R:3:mulliken_spin:R:1
H -2.229 3.404 1.569 0.280 0.058 0.136 -0.01
Si 2.089 2.818 -1.455 -0.014 -0.078 -0.145 0.05
C -0.199 -2.463 3.893 -0.110 0.137 -0.022 0.02
Ir 0.116 0.462 -0.203 0.522 1.261 -0.332 1.54
C -0.585 4.554 2.335 -0.031 0.167 0.147 0.02
C 1.261 -3.031 0.901 0.006 -0.894 -0.272 0.06
H 0.749 3.926 -3.250 0.177 0.005 0.088 0.00
H 2.431 3.641 -3.731 -0.137 0.090 0.119 0.00
P -0.410 2.662 0.247 -0.483 1.914 0.242 0.30
C -1.175 3.236 1.837 -0.243 0.145 -0.090 -0.02
H 1.763 -2.268 1.523 -0.306 -0.053 -0.280 0.02
H -1.632 5.520 -2.003 0.109 -0.010 0.171 0.00
C 1.269 -1.177 -1.600 0.494 -0.848 -1.051 0.41
H 0.473 4.439 2.609 -0.274 0.043 -0.046 0.00
H -3.226 2.378 -1.343 0.227 0.318 0.242 0.07
H -3.791 -3.624 -0.462 0.116 0.057 0.197 0.00
H 3.956 -2.057 0.257 -0.032 -0.115 -0.200 0.00
H -1.432 -2.992 -0.989 -0.078 -0.246 0.316 0.00
F 1.733 0.668 3.438 0.254 -0.327 -0.215 0.00
C 3.743 -2.711 -0.599 0.054 0.074 -0.199 0.01
C -1.157 2.185 2.944 0.144 -0.184 0.098 0.10
H -3.431 -3.662 1.276 0.122 0.125 -0.294 0.00
H -0.149 1.778 3.112 -0.293 0.057 -0.020 -0.03
H 1.707 -5.175 -1.482 -0.096 0.050 -0.168 0.00
H 3.952 2.147 0.020 -0.028 0.127 -0.267 0.00
H -1.125 -5.489 2.367 0.194 0.236 0.212 0.00
C -1.405 3.600 -1.068 0.499 -0.164 0.274 0.02
H -1.480 5.645 -0.249 0.108 -0.221 -0.251 0.00
C -2.918 3.366 -0.964 -0.147 0.055 -0.202 -0.05
H 0.884 -2.396 3.724 -0.251 -0.030 0.038 0.00
C 1.425 -4.231 -1.966 0.077 -0.282 -0.180 0.01
H 3.153 0.006 -1.342 -0.403 -0.089 0.289 0.01
C -0.909 -3.350 2.853 -0.306 -0.117 0.145 0.06
H -4.899 0.828 -1.228 0.171 -0.336 -0.423 0.02
F 2.529 -0.289 1.476 -0.072 0.122 0.071 0.02
H -0.440 -5.354 -0.354 -0.316 0.156 0.119 -0.01
C -0.600 -4.831 3.070 -0.068 -0.339 0.357 0.03
F 3.510 1.604 2.348 0.042 -0.480 0.075 0.00
H -4.329 -0.828 -1.941 -0.059 0.391 -0.047 0.06
H 4.142 -3.712 -0.393 0.014 0.167 -0.027 0.00
C -0.042 -0.736 -2.063 0.973 -0.138 -0.269 -0.04
H -4.402 0.704 -3.052 -0.063 -0.268 0.556 0.02
H -0.041 5.352 -1.267 -0.297 -0.171 0.118 0.00
Si 1.907 -2.809 -0.879 -0.239 0.975 0.214 -0.01
Cl -0.938 -0.732 1.202 -3.080 0.615 3.942 0.34
H 0.481 -5.028 2.996 -0.321 0.075 0.026 0.00
C 1.342 1.159 -1.887 0.695 -0.154 -1.577 0.19
P -0.493 -2.913 1.157 0.687 -1.713 0.190 0.49
C -1.679 -3.536 -0.056 0.255 -0.603 -0.180 0.08
H 1.841 3.038 0.976 -0.062 -0.075 -0.113 0.00
H -1.973 -5.320 -1.232 0.027 -0.107 0.126 0.00
H -0.365 -2.898 4.885 0.079 0.026 -0.109 0.00
C 0.008 0.686 -2.292 0.627 -0.004 -0.753 0.16
H -3.320 -2.126 0.361 0.088 -0.257 0.083 0.00
H 1.216 4.492 0.160 0.085 -0.131 0.166 -0.01
H 4.413 2.005 -1.701 0.086 0.140 0.099 0.00
H -3.415 4.133 -1.580 0.021 -0.332 0.157 0.00
H 1.991 -4.145 -2.903 -0.146 -0.077 0.129 0.00
C -3.138 -3.208 0.318 0.080 0.055 -0.129 0.01
C 1.788 3.959 -2.899 0.206 0.358 -0.131 0.00
H -0.680 5.368 1.608 0.132 -0.199 0.169 0.00
C -1.491 -5.047 -0.282 -0.354 -0.251 -0.469 0.05
C -1.102 5.108 -1.132 -0.192 0.105 -0.220 0.02
H -0.772 1.293 -2.740 0.124 -0.217 0.101 0.04
C 3.880 2.624 -0.971 0.120 -0.172 -0.212 0.01
H -1.980 -5.631 0.511 0.172 0.219 -0.233 0.00
H 4.375 3.603 -0.923 -0.098 -0.198 0.009 0.00
H -0.923 -5.105 4.079 0.125 -0.111 -0.007 0.00
H -1.144 4.848 3.232 0.195 0.048 -0.083 0.00
H -1.998 -3.182 2.930 0.276 -0.098 0.078 0.01
H 2.040 5.000 -2.655 -0.058 -0.143 -0.131 0.00
H 1.608 -4.022 1.250 0.115 0.216 -0.115 0.00
C 2.092 -0.015 -1.588 -0.233 -0.124 0.408 0.01
H -3.299 3.485 0.060 0.062 -0.037 -0.352 -0.01
H -1.842 1.361 2.715 0.223 0.089 0.039 0.00
H -0.898 -1.382 -2.232 0.124 0.232 -0.083 0.00
H 4.237 -2.310 -1.489 0.122 -0.097 0.113 0.00
B 2.908 0.370 2.700 -0.196 0.386 0.068 0.03
H -0.604 -1.444 3.911 0.200 -0.249 -0.095 0.00
C -4.521 0.237 -2.067 -0.071 0.128 -0.089 0.90
H -1.062 3.129 -2.005 -0.065 0.342 0.216 0.00
F 3.748 -0.490 3.412 -0.194 0.385 -0.216 0.00
H 0.357 -4.260 -2.210 0.208 0.007 0.010 0.00
C 1.247 3.396 0.124 -0.370 0.655 0.076 0.03
H -1.498 2.648 3.879 0.069 -0.073 -0.131 0.00
```
Forces are in eV/Å.

Values from the calculation:
energy relative to the best compared isomer or geometry (same formula, charge and spin)	0.0	kJ/mol
Kohn-Sham gap (alpha / beta)	4.98 / 7.15	eV
multiplicity	6
expectation value of S²	8.77
E_HOMO (alpha / beta)	-0.1739 / -0.3218	Ha
charge	0
E_LUMO (alpha / beta)	0.3 / -1.6	eV
calculated total energy	-86942.2653	eV



# 6
C16H18BrHoINO10 | ωB97M-V with the def2-TZVPD basis set

```
48
Properties=species:S:1:pos:R:3:forces:R:3:mulliken_spin:R:1
C 0.296 2.430 4.294 0.819 -0.138 0.314 0.00
H -0.347 -3.807 -1.963 1.196 1.350 -0.589 0.00
O -2.972 -2.443 1.578 0.929 0.116 -1.506 0.00
O 0.771 0.259 -3.238 -0.215 -0.313 -0.174 0.00
O -1.863 -2.082 -0.418 -1.892 -0.190 2.049 0.00
C -2.720 -1.742 0.422 0.895 -1.772 0.850 0.00
Br -2.286 2.173 3.418 -0.917 -0.013 -0.335 0.00
C -3.731 -0.637 0.341 0.260 0.897 -0.113 0.00
H 3.588 0.253 -1.711 1.436 -0.267 -0.323 0.00
Ho -0.445 -0.906 -1.762 0.518 2.262 -0.818 4.03
C 2.214 -1.097 0.292 -0.278 -0.433 -1.800 0.00
H -0.018 1.672 5.038 0.000 0.843 -0.504 0.00
C -0.081 3.670 2.236 -0.249 -0.316 0.240 0.00
C -0.570 2.864 3.291 1.291 0.284 -0.331 0.00
H 1.992 -4.034 -2.729 -0.041 -1.011 -0.266 0.00
C 1.124 -0.273 0.968 -2.080 0.923 0.649 0.00
H -3.230 0.355 0.298 -0.287 -0.654 0.118 0.00
C 1.283 3.959 2.179 -0.323 0.284 -0.723 0.00
C -2.923 -0.142 -2.330 0.632 0.665 -0.598 -0.01
H 2.315 2.623 5.089 -0.124 -0.278 0.066 0.00
H 2.563 -1.823 -3.082 0.042 -0.450 0.356 0.00
C 2.100 3.597 3.218 1.357 -0.157 0.185 0.00
H -2.433 -3.257 1.699 -0.074 0.775 -0.431 0.00
H -4.909 -0.772 -2.760 -0.884 -0.296 -0.491 0.00
H 2.291 0.957 -0.916 -0.352 0.314 0.212 0.00
O 2.463 1.774 -3.493 -0.981 -2.062 0.626 0.00
H -4.334 -0.748 1.239 -0.147 0.284 -0.095 0.00
C 2.541 -2.212 -2.049 -0.343 1.052 1.186 0.00
H -4.787 0.800 -1.797 -0.376 0.368 -0.530 0.00
C -4.436 -0.198 -2.007 2.552 0.153 1.503 0.00
C 2.533 0.244 -1.689 -0.960 -0.834 0.311 0.00
C 1.635 -3.425 -1.922 0.929 0.366 -0.989 0.00
H 2.300 -2.117 0.660 -0.420 -0.122 0.124 0.00
H 3.139 -0.620 0.557 0.689 0.195 -0.117 0.00
C 1.628 2.867 4.293 -0.616 -0.107 -0.131 0.00
O 1.248 0.080 2.152 -0.254 -0.788 -2.518 0.00
I -1.256 4.491 0.693 0.027 -0.407 0.379 0.00
O 0.277 -3.057 -2.215 -1.175 -1.767 0.841 0.00
C 1.914 0.790 -2.963 0.571 2.025 -0.377 0.00
N 1.986 -1.092 -1.239 0.942 0.936 1.124 -0.01
H 3.182 3.813 3.138 -0.735 -0.001 0.174 0.00
H 3.558 -2.501 -1.719 -0.298 0.107 -0.315 0.00
O -4.536 -0.930 -0.766 -0.903 -0.601 -0.574 0.00
H 1.749 -3.944 -0.978 -0.264 0.048 0.280 0.00
O 0.079 0.010 0.150 1.796 -0.588 1.971 0.00
H 1.732 4.445 1.296 -0.536 -0.118 0.580 0.00
O -2.409 -0.863 -3.265 -0.467 0.854 2.132 0.00
O -2.216 0.596 -1.529 -0.691 -1.423 -1.622 -0.01
```
Forces are in eV/Å.

Values from the calculation:
energy relative to the best compared isomer or geometry (same formula, charge and spin)	81.1	kJ/mol
Kohn-Sham gap (alpha / beta)	7.83 / 7.83	eV
multiplicity	5
expectation value of S²	6.00
E_HOMO (alpha / beta)	-0.3093 / -0.3093	Ha
charge	0
E_LUMO (alpha / beta)	-0.6 / -0.6	eV
calculated total energy	-142793.9397	eV